Entry 1:
Here is an isolated molecule of C5H9NO2 from the OMol25 dataset. Energies are from ωB97M-V with the def2-TZVPD basis set.

Computed properties:
* SMILES string: C[C@@H](N)CC(O)=C=O
* highest occupied orbital energy: -7.54 eV

Atoms and positions in Å:
C -1.2806 1.6830 -0.0741
C -0.5859 0.4179 0.3826
N -1.4645 -0.6748 0.4225
C 0.8371 0.1896 -0.6921
C 1.4247 -1.0049 -0.0796
O 1.0565 -2.2587 -0.5365
C 2.1717 -0.9153 1.0628
O 2.3184 -0.4527 2.1484
H -2.0882 1.9175 0.6183
H -1.7105 1.5551 -1.0654
H -0.5834 2.5151 -0.1037
H -0.0924 0.5278 1.3578
H -1.0432 -1.5227 0.7839
H -1.9439 -0.8460 -0.4534
H 1.4447 1.0799 -0.5472
H 0.5142 0.0318 -1.7226
H 1.0254 -2.2427 -1.5019

Entry 2:
Here is an isolated molecule of C22H27N3O3 from the OMol25 dataset. Energies are from ωB97M-V with the def2-TZVPD basis set.

Computed properties:
* SMILES string: CCCOc1cccc(C(=O)Nc2ccccc2C(=O)N2CCN(C)CC2)c1
* highest occupied orbital energy: -8.43 eV

Atoms and positions in Å:
C -3.3633 5.7332 -0.8380
C -2.4795 4.6335 -0.2661
C -1.6191 3.9895 -1.3482
O -0.8328 2.9885 -0.7346
C 0.0491 2.2824 -1.4901
C 0.2148 2.4216 -2.8647
C 1.1451 1.6364 -3.5278
C 1.9006 0.7075 -2.8433
C 1.7274 0.5478 -1.4693
C 2.5674 -0.4776 -0.7788
O 3.6579 -0.8090 -1.1987
N 1.9634 -1.0063 0.3238
C 2.4793 -1.8921 1.2687
C 3.6960 -2.5489 1.1111
C 4.1465 -3.4140 2.0918
C 3.4017 -3.6361 3.2376
C 2.1927 -2.9818 3.4058
C 1.7230 -2.1208 2.4279
C 0.4583 -1.3382 2.6179
O 0.4480 -0.2541 3.1702
N -0.6676 -1.9064 2.1179
C -0.7016 -3.1294 1.3586
C -0.7518 -2.8093 -0.1493
N -1.1077 -1.4112 -0.3376
C -1.3094 -1.1094 -1.7371
C -2.2615 -1.0656 0.4767
C -1.8607 -1.1037 1.9645
C 0.8157 1.3455 -0.7954
H -4.0307 5.3333 -1.5986
H -2.7576 6.5152 -1.2904
H -3.9666 6.1781 -0.0514
H -3.0937 3.8599 0.1973
H -1.8216 5.0403 0.5029
H -0.9744 4.7461 -1.8165
H -2.2605 3.5475 -2.1250
H -0.3646 3.1390 -3.4244
H 1.2741 1.7591 -4.5929
H 2.6300 0.0949 -3.3498
H 1.0204 -0.6827 0.5040
H 4.2813 -2.3671 0.2254
H 5.0926 -3.9168 1.9584
H 3.7611 -4.3093 4.0009
H 1.6062 -3.1340 4.3002
H 0.1693 -3.7395 1.5974
H -1.6009 -3.6781 1.6588
H -1.4738 -3.4814 -0.6464
H 0.2269 -2.9672 -0.6097
H -0.3984 -1.3437 -2.2859
H -1.5135 -0.0466 -1.8490
H -2.1419 -1.6808 -2.1764
H -3.1046 -1.7531 0.2863
H -2.5819 -0.0579 0.2079
H -1.6194 -0.1061 2.3368
H -2.6721 -1.5188 2.5719
H 0.6826 1.2978 0.2746

Entry 3:
Here is a cluster of 2 separate species, C23H15F3N2O3PS in total from the OMol25 dataset. Energies are from ωB97M-V with the def2-TZVPD basis set.

Computed properties:
* charge: -1
* highest occupied orbital energy: -4.37 eV

Atoms and positions in Å:
C -2.7546 3.7286 -2.9186
C -3.1816 3.5306 -1.6014
C -2.6105 2.4963 -0.8522
C -1.6904 1.5994 -1.4190
P -1.0983 0.1776 -0.4438
C -0.6550 0.9307 1.1436
C -1.4377 0.8191 2.2939
C -1.1427 1.5534 3.4471
C -0.0288 2.3905 3.4611
C 0.8165 2.4594 2.3330
C 0.5183 1.7158 1.1834
C -2.6845 -0.7550 0.0493
C -3.8958 0.0688 -0.2105
N -4.9193 0.6119 -0.3537
O -0.0225 -0.6213 -1.0960
C -1.2453 1.8229 -2.7274
C -1.7915 2.8739 -3.4760
H -3.1872 4.5327 -3.5221
H -3.9707 4.1576 -1.1624
H -2.9158 2.3939 0.1887
H -2.3018 0.1613 2.3263
H -1.8045 1.4551 4.3098
H 0.1813 2.9809 4.3576
H 1.7015 3.1066 2.3696
H 1.1779 1.7495 0.3085
H -2.6648 -1.0311 1.1115
H -0.4903 1.1603 -3.1485
H -1.4906 3.0268 -4.5159
F -1.3887 -4.2594 -0.0391
C -2.4195 -3.5249 0.4453
F -3.5115 -4.3512 0.5862
F -2.0634 -3.0407 1.6682
S -2.9398 -2.2652 -0.8174
N 1.7329 -3.8744 -0.0294
C 2.0643 -3.0169 1.0043
O 1.5755 -2.9235 2.1274
C 3.2119 -2.1926 0.4857
C 3.2307 -2.3415 -0.8866
C 4.2263 -1.7650 -1.6601
C 5.3052 -1.1391 -1.0135
C 5.3453 -1.0662 0.3847
C 4.2455 -1.5253 1.1383
C 2.2289 -3.3951 -1.2419
O 1.9925 -3.7447 -2.3909
H 4.1654 -1.8293 -2.7439
H 6.1250 -0.7228 -1.5831
H 6.2242 -0.6867 0.9046
H 4.2381 -1.4320 2.2253

Entry 4:
Here is a structure of composition CH2N2O4 from the OMol25 dataset. Energies are from ωB97M-V with the def2-TZVPD basis set.

Computed properties:
* highest occupied orbital energy (spin up / spin down): -10.06 / -10.06 eV

Atoms and positions in Å:
C -0.1110 0.7991 0.1237
N 0.1500 -1.0749 0.3484
N 0.3007 1.0730 -1.2338
O -0.7006 0.9357 -1.9722
O -0.6790 1.3025 1.0113
O 1.4297 1.2453 -1.5418
O -0.2103 -1.2408 1.6130
H -0.7316 -1.2829 -0.2214
H 0.5521 -1.7571 1.8729

Q: Which energy above the lowest of the compared OMol25 structures with the same formula, charge and spin values were calculated for the entries above? A: 305.4 226.9 0.0 403.8, in kJ/mol.
Q: Which F_max values were calculated for the entries above? A: 3.3 0.5 2.2 6.1, in eV/A.
Q: Which energy values were calculated for the entries above? A: -401.06044 -1244.54887 -2259.91638 -449.53481, in Eh.